Formula: CH30NaO18
Source: the OMol25 dataset
Level of theory: ωB97M-V with the def2-TZVPD basis set

Results
net charge	-1
Kohn-Sham gap	8.5612	eV
calculated total energy	-1572.915958	Ha

XYZ file:
```
50
Properties=species:S:1:pos:R:3:forces:R:3:nbo_charge:R:1
Na 0.697 0.446 2.942 0.0 0.5 -0.3 0.96
C 0.214 0.082 0.230 0.3 1.4 1.0 1.02
O 0.736 1.309 0.622 -1.0 -4.1 -1.8 -0.97
O -0.144 -0.711 1.193 0.9 1.3 -1.8 -0.88
O 0.045 -0.175 -1.031 0.4 0.7 3.2 -0.85
O -1.935 -2.016 2.687 -2.1 0.6 1.5 -0.94
H -1.111 -1.831 3.090 1.1 -0.1 0.0 0.43
H -1.852 -2.441 1.849 0.5 -0.7 -1.0 0.51
O 1.199 -2.866 1.519 1.0 0.2 -1.7 -0.99
H 0.794 -2.002 1.266 -0.4 -0.2 0.3 0.50
H 0.977 -3.021 2.407 -0.3 -0.3 1.8 0.47
O 0.005 -2.734 -1.672 0.1 -0.4 0.0 -1.01
H 0.196 -1.787 -1.450 0.0 -1.3 0.2 0.48
H 0.703 -3.343 -1.347 -0.4 1.1 -0.3 0.48
O -1.280 2.708 0.888 -1.7 1.3 0.2 -1.01
H -1.202 3.414 0.230 0.2 -0.1 0.3 0.50
H -0.530 2.120 0.774 0.8 0.0 -0.1 0.48
O -2.917 0.801 2.084 0.8 0.0 0.2 -0.97
H -2.339 1.502 1.758 -0.5 0.7 -0.1 0.47
H -2.348 0.049 1.880 -0.6 -0.8 0.2 0.47
O 3.407 0.876 0.587 1.2 0.5 1.5 -0.99
H 2.501 1.066 0.395 -1.0 0.1 -0.7 0.49
H 3.745 0.235 -0.018 0.0 -0.7 -0.8 0.49
O 1.415 4.120 -0.109 -0.1 0.7 -2.2 -1.00
H 1.464 3.912 0.802 -0.1 -0.5 1.3 0.47
H 0.895 3.457 -0.618 0.4 0.5 0.6 0.49
O -2.757 1.199 -1.154 -1.5 0.6 1.2 -0.97
H -2.134 0.844 -1.750 1.1 -0.3 -1.6 0.48
H -2.279 1.859 -0.640 -0.2 0.0 0.2 0.49
O -0.293 2.555 -1.633 0.1 2.1 -2.6 -0.98
H -0.152 1.828 -1.073 0.6 -1.7 0.7 0.49
H 0.097 2.335 -2.511 -0.4 0.0 1.0 0.50
O -1.154 -4.113 0.810 0.6 0.2 0.7 -0.99
H -0.287 -3.699 1.052 -0.8 -0.6 -0.6 0.48
H -1.423 -3.638 0.024 -0.1 0.2 -0.6 0.49
O 2.104 0.103 -2.483 -0.4 0.0 0.8 -0.98
H 1.350 0.095 -1.809 0.9 0.4 -1.0 0.48
H 1.739 -0.450 -3.171 -0.1 -0.2 -0.6 0.47
O -1.382 0.021 -3.356 -1.1 -1.3 -0.2 -0.96
H -2.033 -0.727 -3.362 0.6 1.0 -0.3 0.48
H -0.829 -0.290 -2.636 0.5 0.1 0.2 0.48
O 2.734 -2.173 -0.881 0.4 -0.1 0.0 -0.99
H 2.323 -1.520 -1.475 0.3 -0.1 0.4 0.48
H 2.229 -2.282 -0.066 0.1 0.1 -0.2 0.48
O 1.791 2.819 2.339 0.5 -0.5 0.5 -1.02
H 1.356 2.270 1.630 0.7 0.5 0.5 0.49
H 2.755 2.733 2.186 -0.7 -0.1 -0.1 0.49
O -2.609 -1.363 -0.350 1.7 -0.3 0.5 -0.99
H -1.679 -1.129 -0.112 -0.7 -1.3 -0.1 0.46
H -2.806 -0.447 -0.535 -1.5 1.0 -0.3 0.49
```
Forces are in eV/Å.